154
Properties=species:S:1:pos:R:3:forces:R:3 method="wB97M-V/def2-TZVPD" e_homo_ev=0.70 total_charge=-3 multiplicity=1 lumo_energy_ev=4.102 total_energy_ev=-157181.98426 max_force_ev_per_a=4.24
C -2.72162 -20.36998 -36.05131 0.2 -2.1 1.4
O -2.92533 -20.96704 -34.75366 -0.3 -1.1 0.3
C -1.95601 -20.71209 -33.74467 0.1 2.6 0.2
C -2.13294 -21.46103 -32.39388 0.0 0.0 -1.8
N -1.92009 -22.96125 -32.75402 0.9 2.0 2.1
H -2.58371 -23.46937 -32.18699 -0.6 -0.8 1.0
H -2.23160 -23.05224 -33.71047 0.2 -0.5 -0.5
C -0.45818 -23.40255 -32.52088 -1.4 -1.5 -1.6
C -0.38218 -24.88105 -32.93333 0.1 0.0 -1.5
O -1.03824 -24.96601 -34.20407 0.1 -0.5 -0.1
C -0.94647 -26.25081 -34.80197 0.3 0.0 0.1
H -2.85871 -19.29106 -36.12360 0.0 0.0 0.3
H -3.45935 -20.94646 -36.60946 0.0 0.5 -0.5
H -1.72737 -20.72525 -36.32214 0.2 0.5 -0.7
H -2.04746 -19.62696 -33.69759 -0.1 0.4 1.6
H -0.91812 -20.68238 -34.07631 0.4 -1.3 -0.6
H -3.11865 -21.28176 -31.96455 0.0 -0.6 -0.2
H -1.41958 -21.16947 -31.62302 0.2 0.0 -0.1
H -0.05453 -23.35346 -31.50956 -0.6 1.0 0.1
H 0.04400 -22.82378 -33.29609 0.6 0.1 0.6
H -0.76268 -25.64206 -32.25203 -0.4 0.5 0.3
H 0.63002 -25.19841 -33.18400 0.6 0.3 0.6
H 0.03944 -26.71496 -34.82762 0.9 0.7 0.2
H -1.20004 -26.11923 -35.85387 -0.6 -0.3 0.2
H -1.47192 -27.01184 -34.22504 -0.9 0.1 -0.3
S -4.60674 -23.82480 -30.58313 -1.2 1.1 3.7
O -4.72219 -23.13691 -31.86031 0.3 1.0 -3.0
O -4.70540 -22.75152 -29.56599 0.4 -0.1 -0.1
O -5.66409 -24.78384 -30.38208 -1.0 -1.4 -0.3
O -3.30936 -24.50901 -30.53205 2.0 -0.2 -0.5
S 0.43562 -20.81636 -28.01952 -2.0 0.4 1.6
O 0.36082 -19.33404 -27.90045 0.1 1.1 -0.4
O 1.76546 -21.27302 -28.23349 3.9 -0.6 -0.6
O -0.15539 -21.44061 -26.85419 -0.3 -0.4 2.0
O -0.38774 -21.23574 -29.14026 -1.5 -0.2 -4.0
C -8.42563 -22.89893 -39.22550 -0.2 0.6 -1.0
C -7.44224 -22.02177 -38.45540 0.8 -0.8 -0.4
N -6.71833 -21.01546 -39.29715 -0.7 -0.5 -0.7
C -7.62119 -20.04200 -39.95523 1.2 -0.2 2.3
C -6.83067 -18.75756 -40.40457 -2.7 -1.4 0.0
C -5.81043 -21.55445 -40.29216 1.8 0.4 0.4
C -4.76015 -22.49459 -39.81321 -0.1 -1.9 1.7
H -9.27045 -22.22284 -39.35688 -0.6 -0.6 -0.4
H -8.74688 -23.87476 -38.86127 0.1 0.3 0.8
H -8.02328 -23.14120 -40.20913 0.1 0.2 -0.2
H -8.01669 -21.54025 -37.66404 0.4 0.4 0.0
H -6.70815 -22.67932 -37.98973 0.2 0.4 0.2
H -8.32501 -19.85912 -39.14326 -0.1 1.0 0.1
H -8.31035 -20.46417 -40.68661 0.5 -0.1 -0.9
H -7.72040 -18.24231 -40.76650 0.4 1.0 -0.5
H -6.17955 -19.02012 -41.23835 0.2 0.4 0.3
H -6.42932 -18.18515 -39.56829 0.4 -0.4 -0.2
H -6.21112 -22.04189 -41.18096 -0.8 0.3 -0.3
H -5.05156 -20.83263 -40.59412 -1.1 1.3 -0.6
H -4.14017 -22.18208 -38.97293 0.0 0.7 -0.1
H -5.26183 -23.35829 -39.37682 0.4 -0.7 -0.4
H -4.09092 -22.75317 -40.63380 -0.1 -0.3 0.0
C -0.55751 -16.91122 -38.42466 -0.4 1.1 1.0
C -1.79644 -16.43817 -37.56276 0.2 -1.8 -0.9
N -1.58223 -15.37174 -36.63137 0.2 0.9 0.6
C -1.25821 -14.05735 -37.17869 -0.9 -1.2 0.3
C -2.41374 -13.60600 -38.05797 0.6 1.2 0.2
C -0.68329 -15.67703 -35.51093 -1.7 -2.0 -0.4
C -1.19860 -16.96549 -34.76305 1.7 1.5 0.1
H -0.63226 -17.81485 -39.02960 -0.6 0.0 0.2
H 0.25662 -17.06250 -37.71586 0.3 0.1 -0.3
H -0.37171 -16.06025 -39.07997 0.6 -0.1 -0.2
H -2.59544 -16.23363 -38.27541 -0.2 0.5 0.2
H -2.16462 -17.30579 -37.01523 0.0 0.1 0.2
H -1.05842 -13.46078 -36.28859 -0.3 0.5 -0.3
H -0.33491 -14.07292 -37.75780 0.4 0.1 -0.3
H -2.32321 -12.52637 -38.17749 0.1 0.2 -0.4
H -2.30794 -14.07674 -39.03538 -0.5 0.0 0.0
H -3.39237 -13.72776 -37.59370 0.1 -0.6 -0.1
H -0.71979 -14.87784 -34.77062 0.2 0.2 -0.3
H 0.30514 -15.82147 -35.94711 0.6 0.0 0.6
H -0.93705 -17.87667 -35.30106 -0.4 0.0 0.1
H -2.23645 -16.85215 -34.44980 0.0 -0.2 -0.4
H -0.60939 -16.94704 -33.84622 -0.1 -0.5 0.2
C 1.83487 -29.59800 -33.33028 -0.2 -0.3 1.1
Cl 3.05332 -28.51780 -33.96890 0.0 0.0 -0.5
Cl 1.52242 -29.05073 -31.64683 -0.2 -0.2 -0.5
Cl 0.34646 -29.62011 -34.26902 0.5 0.2 0.0
Cl 2.47051 -31.27639 -33.20858 0.0 0.3 -0.3
N 0.48620 -23.00574 -37.88616 1.3 0.7 -0.8
C -0.28827 -23.13242 -39.01550 1.5 0.2 -1.0
C -1.51307 -23.56888 -38.67480 -0.7 0.2 1.2
C -1.46886 -23.57821 -37.25514 -1.7 -1.9 1.9
C -0.23268 -23.34017 -36.76954 0.2 1.3 -0.7
H 1.40744 -22.59257 -37.91252 -0.2 -0.2 0.1
H 0.16796 -22.98520 -39.98328 0.0 0.1 0.0
H -2.35688 -23.87245 -39.27666 0.2 0.2 -0.1
H -2.19039 -23.94791 -36.54159 -0.7 0.0 -0.4
H 0.19488 -23.34167 -35.77778 -0.2 0.0 -0.1
N -1.59428 -18.34394 -29.72483 -2.5 2.2 -0.8
C -2.79390 -18.73347 -30.32079 0.9 0.6 -1.4
C -3.15105 -17.75463 -31.29665 0.1 -1.5 1.7
C -2.25329 -16.70359 -31.10635 0.4 1.3 0.6
C -1.40708 -17.02362 -30.06226 0.8 -0.9 -1.2
H -0.88613 -18.78962 -29.15916 0.3 -1.3 1.4
H -3.36735 -19.60861 -30.05303 0.5 -0.3 0.0
H -3.99625 -17.80260 -31.96727 -0.1 0.0 0.2
H -2.22005 -15.72073 -31.55275 -0.2 0.0 -0.3
H -0.56554 -16.44699 -29.70773 0.1 -0.3 0.1
N 1.00183 -25.88677 -37.83210 1.4 2.4 2.2
C 2.04796 -26.50705 -37.24677 0.7 -2.7 1.0
C 2.19852 -27.79431 -37.86853 0.0 3.4 0.4
C 1.33876 -27.65867 -38.95912 -0.2 -2.6 -1.4
C 0.59738 -26.51889 -38.88675 -1.1 -1.4 -2.6
H 0.74392 -24.92534 -37.66112 0.0 -0.3 0.3
H 2.52962 -26.13464 -36.35475 -0.2 0.2 0.0
H 2.89295 -28.60519 -37.70532 0.0 0.3 0.3
H 1.32722 -28.42325 -39.72180 -0.5 0.1 -0.2
H -0.16293 -26.09818 -39.52810 0.1 -0.2 0.0
N -4.61416 -24.39061 -34.11870 0.9 -2.3 -0.2
C -4.02283 -25.61868 -34.45589 -1.2 2.0 -1.7
C -4.20523 -25.79729 -35.85318 -0.9 1.4 2.1
C -5.01708 -24.65438 -36.26132 -0.1 0.5 0.8
C -5.26546 -23.81662 -35.13659 1.0 -2.0 -2.0
H -4.55712 -24.01064 -33.18464 -0.6 0.6 1.2
H -3.59008 -26.21867 -33.66903 0.1 0.0 -0.2
H -3.86986 -26.69340 -36.35407 -0.1 0.2 -0.4
H -5.42189 -24.36101 -37.21863 0.2 -0.5 -0.3
H -5.87658 -22.93034 -35.05027 0.3 0.0 0.1
N 1.52512 -20.47579 -31.63232 1.9 1.5 -0.9
C 2.77772 -20.96588 -31.77293 0.5 -2.3 0.3
C 3.54936 -20.16746 -32.59816 1.2 -2.3 0.8
C 2.80133 -19.08254 -32.89316 -2.5 2.2 0.0
C 1.57189 -19.26807 -32.25484 -1.2 1.0 -0.6
H 0.81198 -20.76734 -30.97922 -0.3 -0.2 1.0
H 2.99708 -21.89791 -31.27335 0.2 0.0 -0.1
H 4.54891 -20.33994 -32.96903 0.0 -0.3 0.3
H 3.13436 -18.21022 -33.43588 -0.3 0.0 -0.1
H 0.68487 -18.65670 -32.17862 0.1 0.3 -0.2
N -2.80987 -27.02510 -30.92455 1.3 -3.3 0.3
C -3.89671 -27.80245 -31.08073 -0.1 -1.4 -2.0
C -3.47536 -29.00377 -31.74967 -3.0 1.4 1.5
C -2.12344 -28.97808 -31.86586 2.0 0.7 1.0
C -1.67857 -27.80038 -31.21894 -0.9 0.7 -1.1
H -2.84537 -26.08177 -30.56543 -0.2 1.2 0.4
H -4.90352 -27.46969 -30.87576 0.2 0.3 0.1
H -4.09548 -29.86122 -31.96561 -0.2 0.2 -0.2
H -1.61899 -29.82184 -32.31307 0.6 0.3 0.3
H -0.71120 -27.39103 -30.96787 0.0 -0.2 -0.3
N -6.09473 -20.74021 -30.99377 0.6 -0.3 0.3
C -6.18333 -20.43677 -32.27570 -0.3 1.5 -2.1
C -7.19922 -19.46693 -32.47081 0.8 -1.1 1.5
C -7.67866 -19.23798 -31.14795 -0.3 -0.6 0.9
C -6.97745 -20.07509 -30.24656 -0.8 1.2 -0.9
H -5.41035 -21.40229 -30.65705 0.3 -0.7 0.7
H -5.38969 -20.78228 -32.92158 -0.4 -0.3 -0.3
H -7.62368 -19.06424 -33.37859 0.3 0.0 0.0
H -8.52621 -18.63406 -30.85928 0.0 0.2 -0.1
H -6.98460 -20.26827 -29.18400 -0.3 0.3 -0.1